Entry 1:
Formula: C4H28NO12S
Source: OMol25
Level of theory: ωB97M-V with the def2-TZVPD basis set

Each line ends with the Mulliken charge.
Geometry (Å):
C: 0.22392 1.78793 -2.66733  -1.057
N: 0.82837 1.88530 -1.34154  -0.532
C: 0.57579 0.74025 -0.38303  1.955
C: 1.92525 0.67736 0.53796  -1.359
S: 1.47681 0.91647 2.25593  -0.194
C: 0.19072 -0.63452 -0.85201  -0.089
O: 0.98068 -1.20725 -1.50006  -0.588
O: -0.94204 -1.02838 -0.46548  -1.105
H: 0.27567 2.84196 -3.08620  0.369
H: -0.80742 1.64069 -2.59042  0.443
H: 0.69227 0.93412 -3.23479  0.177
H: 1.82948 1.92272 -1.50673  0.319
H: -0.41724 1.17096 0.11702  -0.520
H: 2.30048 -0.40286 0.17983  0.350
H: 2.64321 1.31540 0.21332  0.901
H: 2.39301 0.03234 2.74730  0.076
H: 0.33171 -2.97806 1.99602  0.392
H: 1.58364 -2.75347 2.97012  0.238
O: 0.97765 -2.29801 2.31431  -0.554
H: -1.56118 -2.28096 -1.39084  0.502
H: -0.53905 -3.22540 -1.93371  0.421
O: -1.52969 -3.21316 -1.67072  -0.768
H: -2.27889 3.12255 -0.19432  0.397
H: -1.07375 3.34490 -1.03436  0.320
O: -1.90283 3.83596 -0.56259  -0.681
H: 1.08347 4.51682 1.06925  0.297
H: 1.61382 3.25605 1.46674  0.251
O: 1.60503 4.18478 1.67268  -0.678
H: -1.17769 0.89025 2.37790  0.207
H: -1.18938 2.49595 2.62479  0.371
O: -1.61627 1.71055 2.74006  -0.684
H: 2.67749 -1.41962 -2.51818  0.405
H: 2.45183 -1.01566 -3.94696  0.297
O: 3.20040 -1.06972 -3.29404  -0.679
H: -1.96140 -1.04089 1.39698  0.305
H: -2.92242 -1.67228 2.35828  0.253
O: -2.20612 -1.85515 1.82602  -0.580
H: 0.59499 -3.74147 -0.40593  0.394
H: 1.51504 -2.96882 -1.18643  0.464
O: 1.25940 -3.84081 -0.96097  -0.711
H: -0.98192 -3.17525 0.11137  0.282
H: -1.76583 -3.57768 1.26894  0.305
O: -0.81766 -3.81861 1.00988  -0.848
H: -3.09404 1.33716 0.77131  0.316
H: -3.17039 2.42773 1.77414  0.333
O: -3.27492 2.22981 0.92649  -0.712

The net charge is -1. For the relative energy (zero: lowest compared OMol25 entry of this formula, charge and spin), the calculation gives 108.4 kcal per mole. The value obtained for the gap between HOMO and LUMO is 8.91 eV. The value obtained for the HOMO energy is -6.295 eV.

=====

Entry 2:
Formula: C3H35N2O16
Source: OMol25
Level of theory: ωB97M-V with the def2-TZVPD basis set

Each line ends with the Mulliken charge.
Geometry (Å):
O: -2.06450 -1.33471 -2.18263  -0.755
C: -1.15335 -0.70684 -1.83193  0.602
N: -1.38927 0.55438 -1.30822  0.022
C: 0.20105 -1.35335 -1.73131  -0.814
N: 0.75033 -1.10437 -0.37883  0.630
C: 1.74843 -2.06315 -0.13835  -0.675
O: 3.07079 -1.68698 -0.52716  -0.772
H: -0.60606 1.14606 -1.08715  -0.087
H: -2.36781 0.87445 -1.18781  0.078
H: 0.73840 -0.86700 -2.52866  0.184
H: 0.24730 -2.40251 -1.98601  0.612
H: 0.92572 -0.16218 -0.14430  0.041
H: 1.50447 -3.02010 -0.48280  0.478
H: 1.82994 -2.18767 1.01115  0.176
H: 1.93904 1.19950 0.68313  -0.267
H: 3.24825 0.91616 1.33245  0.495
O: 2.27318 1.03105 1.57206  -0.610
H: -4.36014 2.73884 -0.69726  0.290
H: -4.44594 1.06449 -0.62804  0.331
O: -3.98909 1.90658 -0.33941  -0.665
H: -1.99675 -0.23485 2.61244  0.313
H: -0.65017 0.37216 2.92828  0.401
O: -1.70613 0.68145 3.03568  -0.689
H: -1.79082 3.88511 0.88196  0.326
H: -2.73978 2.85519 1.15363  0.328
O: -2.61213 3.77036 1.33834  -0.664
H: 2.98384 0.37835 -2.56382  0.182
H: 2.89015 -0.70622 -1.03477  0.446
O: 2.84740 0.56340 -1.63443  -0.653
H: 1.37398 -1.08309 3.65256  0.462
H: 2.75043 -0.51502 4.10070  0.284
O: 2.11610 -1.15677 4.37513  -0.691
H: -3.61563 -0.18333 -2.44040  0.381
H: -4.38959 -1.28485 -1.88641  0.340
O: -4.50731 -0.36984 -2.20698  -0.685
H: 0.22222 -0.99597 1.74592  0.403
H: -0.18732 -2.10021 2.83400  0.342
O: 0.12170 -1.16859 2.69421  -0.871
H: 2.16409 1.59104 -1.26083  0.351
H: 1.71155 3.03395 -0.41947  0.160
O: 1.33039 2.30712 -0.68969  -0.781
H: 0.52045 2.40870 0.89689  0.531
H: -0.11502 2.79953 2.23339  0.291
O: -0.01393 3.09833 1.34059  -0.671
H: -1.99164 -3.79463 1.22475  0.274
H: -0.98635 -2.67327 0.82269  0.317
O: -1.54693 -3.12008 1.57158  -0.684
H: -1.78868 -3.61378 -2.29579  0.359
H: -1.43866 -4.01037 -1.08412  0.311
O: -1.93807 -4.43616 -1.75217  -0.668
H: 0.99258 3.60029 -3.23179  0.320
H: 0.05448 2.73541 -2.62545  0.311
O: 0.29981 3.00319 -3.53688  -0.665
H: 4.28799 -0.38743 -0.05687  0.397
H: 4.74883 -0.09782 1.32042  0.304
O: 4.49816 0.30605 0.53777  -0.707

The net charge is -1. For the relative energy (zero: lowest compared OMol25 entry of this formula, charge and spin), the calculation gives 105.6 kcal per mole. The value obtained for the gap between HOMO and LUMO is 9.25 eV. The value obtained for the HOMO energy is -6.965 eV.

=====

Entry 3:
Formula: C23H24BrN5O2S2Ti
Source: OMol25
Level of theory: ωB97M-V with the def2-TZVPD basis set

Each line ends with the Mulliken charge.
Geometry (Å):
Ti: -1.43950 0.94385 -1.48083  -0.079
Br: 3.35399 -4.85797 5.49162  -0.151
C: 3.78254 -4.25624 3.76146  0.130
C: 3.43770 -2.96540 3.38646  -0.607
C: 3.71331 -2.53592 2.09932  0.032
C: 4.34934 -3.38842 1.19604  0.132
C: 4.74862 -4.64575 1.61259  -0.288
C: 4.44507 -5.09802 2.88988  -0.499
N: 4.78322 -3.02219 -0.14818  -0.461
N: 4.15941 -2.24235 -0.89628  -0.321
C: 2.75683 -1.91690 -0.75683  0.036
C: 1.77748 -2.85397 -0.62133  -0.394
C: 0.40263 -2.52581 -0.72055  -0.822
C: 0.02877 -1.24020 -0.91740  0.956
O: -1.25085 -0.78591 -1.01416  -0.741
C: 1.03083 -0.24693 -1.05092  0.718
N: 0.57456 1.04541 -1.21631  0.196
C: 1.47244 1.99760 -1.36073  -0.209
C: 2.85135 1.75425 -1.37602  -1.111
C: 3.31257 0.47999 -1.20321  -0.622
C: 2.39148 -0.57162 -1.01644  0.184
H: 2.95676 -2.30560 4.09838  0.414
H: 3.46843 -1.52406 1.81377  0.380
H: 5.28497 -5.27785 0.91237  0.432
H: 4.73230 -6.09123 3.20780  0.425
H: 2.06581 -3.88612 -0.46732  0.461
H: -0.35693 -3.29541 -0.63773  0.533
H: 1.09432 3.00395 -1.47157  0.519
H: 3.53411 2.58165 -1.51968  0.422
H: 4.37606 0.26283 -1.21114  0.552
C: -3.70281 1.32625 -5.99478  -0.630
O: -2.71390 2.05245 -5.21065  -0.293
C: -2.49702 1.78449 -3.95850  0.734
S: -3.29143 0.55649 -3.09455  -0.437
S: -1.32714 2.75679 -3.17371  -0.452
H: -3.20813 1.03354 -6.91193  0.242
H: -4.51431 2.01168 -6.21081  0.261
H: -4.06819 0.45527 -5.46513  0.386
C: -1.06734 1.68984 1.43618  -0.700
C: -1.71741 2.27149 2.71867  -0.943
N: -3.12906 2.55784 2.47622  -0.127
C: -3.83101 1.32301 2.12519  -0.722
C: -3.20968 0.69416 0.84635  -0.700
N: -2.10531 1.58240 0.36118  0.814
C: -2.66840 2.94424 0.07599  -0.582
C: -3.25803 3.52870 1.39300  -0.852
H: -0.66361 0.69508 1.59993  0.541
H: -0.27201 2.32885 1.07083  0.423
H: -1.22068 3.19382 3.01563  0.333
H: -1.64045 1.56899 3.54745  0.293
H: -4.88473 1.55185 1.97316  0.285
H: -3.75733 0.63350 2.96470  0.300
H: -3.93956 0.59336 0.04911  0.515
H: -2.78736 -0.28246 1.04266  0.518
H: -3.43464 2.83559 -0.68231  0.479
H: -1.87415 3.56656 -0.31567  0.502
H: -4.31238 3.76696 1.26155  0.304
H: -2.74154 4.44361 1.67721  0.289

The net charge is +1. Its spin multiplicity is 2. For the relative energy (zero: lowest compared OMol25 entry of this formula, charge and spin), the calculation gives 0.0 kcal per mole. As for the expectation value of S²: 0.754. The value obtained for the gap between HOMO and LUMO (spin up / spin down) is 6.95 / 6.97 eV. The value obtained for the HOMO energy (spin up / spin down) is -10.635 / -10.636 eV.

=====

Entry 4:
Formula: C37H32BCrN7O3S5
Source: OMol25
Level of theory: ωB97M-V with the def2-TZVPD basis set

Each line ends with the Mulliken charge.
Geometry (Å):
Cr: -0.54340 -0.08040 0.32696  0.870
C: 1.11840 5.10490 0.75346  -1.496
C: 0.72590 3.91700 -0.05474  0.583
C: 0.67760 3.78450 -1.42464  -1.732
C: 0.25170 2.46240 -1.66834  0.092
N: 0.06570 1.85150 -0.48844  1.194
N: 0.34920 2.74170 0.48186  0.035
B: 0.22990 2.38210 1.99016  -0.211
N: 1.19180 1.21380 2.17966  0.429
N: 1.30230 0.34070 1.17136  0.401
C: 2.47600 -0.28050 1.29816  -0.639
C: 3.10910 0.17880 2.46236  -1.277
C: 2.26200 1.13140 2.99286  0.313
C: 2.39940 1.93600 4.23476  -1.521
C: 3.05900 -1.17240 0.30226  0.952
C: 2.98420 -0.86040 -1.05344  0.145
C: 3.55350 -1.69470 -1.99534  -0.405
C: 4.20490 -2.85180 -1.59484  -0.643
C: 4.29540 -3.16160 -0.24804  -0.833
C: 3.73670 -2.32380 0.69796  -0.447
N: -1.23930 2.01950 2.15396  0.810
N: -1.76080 1.24830 1.19476  0.705
C: -3.09480 1.37770 1.23716  -0.740
C: -3.42470 2.23890 2.29796  -1.501
C: -2.22340 2.62650 2.85056  0.388
C: -1.96560 3.49090 4.02846  -1.612
C: -3.97120 0.76800 0.25436  0.826
C: -5.34750 0.69260 0.46346  -0.681
C: -6.16750 0.14470 -0.50024  -0.813
C: -5.63340 -0.33360 -1.68534  -0.575
C: -4.26680 -0.27930 -1.89864  -0.710
C: -3.44280 0.26430 -0.93554  0.735
C: 0.05940 1.84870 -2.97304  1.280
C: -0.19850 0.48670 -3.13274  1.613
C: -0.31020 -0.06560 -4.39454  -0.905
C: -0.16460 0.72340 -5.52344  -0.808
C: 0.05960 2.08420 -5.37854  -0.625
C: 0.16460 2.64080 -4.12134  -1.172
H: 1.39230 5.92340 0.09236  0.425
H: 1.96610 4.85870 1.39036  0.244
H: 0.29870 5.42820 1.39366  0.224
H: 0.94340 4.54100 -2.13604  0.462
H: 0.52980 3.29900 2.66596  -0.225
H: 4.06020 -0.14030 2.84336  0.596
H: 3.36680 1.74270 4.68986  0.406
H: 1.60040 1.66300 4.92326  0.217
H: 2.31640 2.99990 4.02266  0.209
H: 2.45900 0.03130 -1.36614  0.241
H: 3.47860 -1.44270 -3.04334  0.343
H: 4.64390 -3.51520 -2.32884  0.380
H: 4.80440 -4.06320 0.06786  0.381
H: 3.78530 -2.56360 1.74796  0.451
H: -4.40740 2.51730 2.61296  0.441
H: -2.90480 3.87580 4.41816  0.423
H: -1.31460 4.32450 3.77016  0.203
H: -1.47100 2.91070 4.80706  0.220
H: -5.76130 1.03030 1.39866  0.344
H: -7.23040 0.08270 -0.32494  0.389
H: -6.28360 -0.75940 -2.43294  0.397
H: -3.84060 -0.66210 -2.81234  0.482
H: -2.36630 0.31040 -1.10784  0.437
H: -0.27690 -0.16050 -2.26844  -1.220
H: -0.47620 -1.12770 -4.47894  0.480
H: -0.22320 0.28640 -6.51124  0.397
H: 0.16720 2.71500 -6.25014  0.387
H: 0.33800 3.70130 -4.02264  0.352
S: -0.64890 -0.08670 4.43636  -0.063
S: -2.49390 -0.71970 4.53176  -0.038
S: -3.37240 -1.17160 2.58886  -0.090
S: -2.03370 -1.79300 1.24296  -0.132
O: 0.80120 -2.27670 1.75056  -0.634
C: 0.70010 -2.62390 0.58006  -0.320
N: 0.31740 -1.80640 -0.41564  0.898
S: 0.06950 -2.64630 -1.79894  0.975
O: -1.32780 -2.59410 -2.15244  -0.792
O: 0.96650 -2.26760 -2.86344  -0.622
C: 0.61830 -4.23600 -1.18264  0.464
C: 0.82900 -5.45640 -1.78124  -0.888
C: 1.36540 -6.47580 -0.99914  -0.584
C: 1.68170 -6.26260 0.33796  -0.633
C: 1.49460 -5.02030 0.91706  -0.422
C: 0.96390 -4.00690 0.13496  -0.093
H: 0.57000 -5.62510 -2.81744  0.504
H: 1.54740 -7.44700 -1.43994  0.409
H: 2.08630 -7.07570 0.92556  0.410
H: 1.74900 -4.81100 1.94326  0.539

The net charge is -1. Its spin multiplicity is 4. As for the expectation value of S²: 4.123. The value obtained for the gap between HOMO and LUMO (spin up / spin down) is 6.65 / 5.35 eV. The value obtained for the HOMO energy (spin up / spin down) is -4.214 / -3.907 eV.